[1]
C4H6N2O | wB97M-V/def2-TZVPD

Cartesian coordinates (Å):
N  -0.5104  -2.7737  0.2806
H  -0.1332  2.3871  -0.5373
H  1.5842  2.1639  -0.1018
C  0.7692  1.8441  -0.7944
C  0.7619  0.3742  -0.7088
H  1.1033  2.1420  -1.7929
H  0.8517  -1.9991  -0.9982
N  -0.0473  -0.4073  -0.0083
O  -1.3528  -0.5989  1.9029
H  -1.0343  1.1591  0.9813
C  -0.8903  0.0697  1.0232
C  0.0902  -1.8235  -0.2463
H  -1.1924  -2.5378  0.9999

2S+1	1
ΔE to the lowest compared entry with this formula, charge and spin	85.3	kcal/mol
lowest unoccupied orbital energy	0.06	eV
largest force on an atom	1.9	eV/Å
total energy	-9269.8025	eV

=====

[2]
C4H6N2O | wB97M-V/def2-TZVPD

Cartesian coordinates (Å):
C  0.9746  1.1189  -0.6691
C  2.0873  0.9151  0.1796
H  -1.1568  1.3853  -1.7071
H  -1.5549  -1.6272  1.7610
H  0.3066  -2.6672  0.6973
H  2.8602  1.6600  -0.1108
H  -1.9567  -0.0845  1.1966
N  0.4890  -1.8722  0.0825
H  0.8702  1.9029  -1.4373
N  -1.2309  -0.7716  1.3336
O  -1.2806  0.5922  -1.1596
C  -0.1407  0.3361  -0.5179
C  -0.2670  -0.8878  0.3504

2S+1	1
ΔE to the lowest compared entry with this formula, charge and spin	108.2	kcal/mol
lowest unoccupied orbital energy	-0.34	eV
largest force on an atom	0.4	eV/Å
total energy	-9268.8117	eV

=====

[3]
C4H6N2O | wB97M-V/def2-TZVPD

Cartesian coordinates (Å):
N  -0.3891  -0.6838  -1.2734
C  0.2286  0.4882  0.5552
C  -0.8351  0.0629  -0.2930
C  1.3216  -0.1146  0.0261
O  0.9752  -0.7827  -1.0909
C  -2.3135  0.2087  -0.1099
H  3.2756  0.4391  0.1208
H  -2.8287  -0.3355  -0.9056
N  2.6285  -0.2426  0.4965
H  -2.6436  1.2511  -0.1157
H  2.9780  -1.1753  0.3095
H  -2.6092  -0.2320  0.8491
H  0.2117  1.1166  1.4314

2S+1	1
ΔE to the lowest compared entry with this formula, charge and spin	41.3	kcal/mol
lowest unoccupied orbital energy	0.94	eV
SMILES	Cc1cc(N)on1
largest force on an atom	0.4	eV/Å
total energy	-9271.7113	eV

=====

[4]
C4H6N2O | wB97M-V/def2-TZVPD

Cartesian coordinates (Å):
N  -0.1031  -1.5068  0.2603
C  0.2408  0.5794  -0.9937
O  -2.0942  0.5909  -1.7526
H  1.2030  -0.4766  2.2477
N  -1.1634  -0.4885  0.2545
H  1.0290  1.2578  1.8043
C  0.3722  -0.1769  0.3041
H  -2.8530  0.0661  -1.4652
C  1.2565  0.2535  1.4393
H  0.0018  -1.9270  -0.6559
C  -1.0509  0.2712  -0.9953
H  0.8664  1.2844  -1.5172
H  2.2950  0.2725  1.0698

2S+1	1
ΔE to the lowest compared entry with this formula, charge and spin	102.7	kcal/mol
lowest unoccupied orbital energy	0.80	eV
largest force on an atom	1.4	eV/Å
total energy	-9269.0485	eV

=====

[5]
C4H6N2O | wB97M-V/def2-TZVPD

Cartesian coordinates (Å):
H  -1.6079  -0.3572  -1.5231
H  0.3195  -1.3733  -1.1927
N  1.3829  -0.3183  0.2279
H  -0.5171  -1.0094  0.4807
C  0.4614  -1.3738  -0.0935
N  -0.2868  1.3527  -0.4420
H  2.0471  -0.4925  0.9677
O  1.4703  1.8258  0.9112
C  -1.4636  0.5407  -0.9604
H  -2.1088  1.5497  0.9741
H  0.9591  -2.3428  0.1539
C  0.9001  0.9648  0.2774
C  -1.5563  1.0337  0.2186

2S+1	1
ΔE to the lowest compared entry with this formula, charge and spin	120.8	kcal/mol
lowest unoccupied orbital energy	0.26	eV
SMILES	CNC(=O)N1C=C1
largest force on an atom	3.3	eV/Å
total energy	-9268.2637	eV

=====

[6]
C4H6N2O | wB97M-V/def2-TZVPD

Cartesian coordinates (Å):
N  0.9442  -1.3459  -0.6077
H  -0.9865  1.5849  1.3164
C  0.7716  -0.6369  0.6501
H  -2.4373  0.2766  -0.1665
H  1.5883  -0.9201  1.3200
O  0.7754  0.7711  0.5124
H  -0.3014  2.3656  -0.1152
H  -0.1736  -0.9667  1.0944
C  -0.7650  -0.2457  -1.3313
H  1.8186  -1.7720  -0.8482
C  -1.4241  0.5067  -0.4776
C  -0.5113  1.3928  0.3428
N  0.2906  -0.7983  -1.6996

2S+1	1
ΔE to the lowest compared entry with this formula, charge and spin	98.5	kcal/mol
lowest unoccupied orbital energy	0.84	eV
SMILES	C1=CCOCNN=1
largest force on an atom	0.6	eV/Å
total energy	-9269.2322	eV

=====

[7]
C4H6N2O | wB97M-V/def2-TZVPD

Cartesian coordinates (Å):
C  -0.3935  0.1588  1.1281
C  -0.7454  -0.2576  -0.3083
H  0.6760  0.3766  1.2217
H  -0.1975  -1.1618  -0.5971
N  1.7559  0.0701  -1.5495
H  -1.8124  -0.4864  -0.3738
N  -1.0385  -1.7171  2.8456
H  1.4935  1.6420  -2.0399
O  -0.4794  0.8290  -1.2181
H  -0.9369  1.0746  1.3801
C  0.7845  0.8626  -1.7468
C  -0.7482  -0.8846  2.0977
H  1.6720  -0.5566  -0.7710

2S+1	1
ΔE to the lowest compared entry with this formula, charge and spin	68.8	kcal/mol
lowest unoccupied orbital energy	0.66	eV
SMILES	[H]/N=C\OCCC#N
largest force on an atom	3.5	eV/Å
total energy	-9270.5195	eV

=====

[8]
C4H6N2O2 | wB97M-V/def2-TZVPD

Cartesian coordinates (Å):
H  -0.1336  2.5734  -0.3524
O  2.0959  -1.3582  0.1204
H  1.9665  1.4850  1.0470
H  -2.7087  0.9627  0.2682
H  -0.3723  1.6905  1.1672
H  2.1342  1.2786  -0.7983
H  -1.4273  -1.7373  -0.0801
C  1.4182  0.9937  0.1063
C  0.0681  1.6019  0.0978
N  -0.6780  0.5222  -0.5521
N  -2.3371  -1.0944  0.2408
C  1.3215  -0.4713  0.0732
O  0.0168  -0.6699  -0.3078
C  -2.0170  0.2052  0.1271

2S+1	1
ΔE to the lowest compared entry with this formula, charge and spin	97.5	kcal/mol
lowest unoccupied orbital energy	0.59	eV
SMILES	[H]/N=C\N1CCC(=O)O1
largest force on an atom	7.6	eV/Å
total energy	-11316.8153	eV

=====

Number 1: frontier orbital gap 0.310 Ha. Number 2: frontier orbital gap 0.277 Ha. Number 3: frontier orbital gap 0.376 Ha. Number 4: frontier orbital gap 0.341 Ha. Number 5: frontier orbital gap 0.322 Ha. Number 6: frontier orbital gap 0.344 Ha. Number 7: frontier orbital gap 0.404 Ha. Number 8: frontier orbital gap 0.376 Ha.